No. 1
Density functional theory data (wB97M-V/def2-TZVPD) for a structure of composition C57H42Br4CdN4O4P2S in a non-equilibrium geometry.

Output
Calculated total energy ... -388080.406 eV
Relative energy (zero: lowest compared OMol25 entry of this formula, charge and spin) ... 114.4 kcal/mol
M ... 1373.0 g/mol
2S+1 ... 1
Orbital gap (alpha / beta) ... 3.9 / 3.2 eV
Total charge ... -2

Each line ends with the Löwdin charge.
Cartesian coordinates (Å):
Cd -0.70621 1.37657 -1.10090  1.35
O -2.69168 1.99008 0.66313  -0.21
N -3.83006 1.73679 0.15831  -0.02
N -3.77812 0.75042 -0.78377  -0.26
O -2.65888 0.23755 -1.16812  -0.24
C -4.96940 0.62665 -1.51751  -0.16
C -5.04250 -0.28547 -2.58916  -0.02
C -6.24357 -0.61574 -3.22451  -0.09
C -7.39436 0.05238 -2.75810  -0.12
C -7.31775 1.09305 -1.79102  -0.12
C -6.15679 1.31709 -1.08567  -0.03
H -4.13026 -0.62412 -2.93491  0.07
H -6.34754 -1.44939 -3.96688  0.11
H -8.26311 -0.18733 -3.35511  0.08
H -8.14620 1.82139 -1.82778  0.10
H -6.12291 2.03244 -0.24107  0.10
Br -1.71861 6.32427 -6.36193  0.58
C -1.03332 5.55391 -4.71292  -0.74
C 0.32038 5.57770 -4.38115  -0.80
Br 1.27734 7.19231 -4.86028  0.60
C 0.86522 4.47432 -3.81293  -0.65
Br 2.57326 3.96194 -4.51338  0.67
C 0.04842 3.60261 -3.02850  -0.45
O 0.66074 2.88537 -2.14930  -0.24
C -1.40594 3.70276 -3.08431  -0.49
O -2.12348 2.88878 -2.40035  -0.22
C -1.88765 4.56450 -4.13834  -0.71
Br -3.72234 4.55872 -4.39376  0.71
C 0.33725 0.42724 2.40474  -0.28
N 1.50083 -0.47070 2.52546  -0.16
C 1.03556 -1.86703 2.87018  -0.21
P 0.85506 -3.04830 1.38122  1.09
C -0.93249 -3.18188 0.91676  -0.28
C -1.24178 -4.35819 0.16998  -0.16
C -2.51787 -4.72016 -0.14151  -0.10
C -3.51752 -3.77649 0.01412  -0.09
C -3.27263 -2.56609 0.64020  -0.07
C -1.97535 -2.26172 1.11046  -0.06
C 1.09299 -4.69619 2.13127  -0.39
C 2.17190 -5.50775 1.75803  -0.13
C 2.31246 -6.83126 2.23602  -0.14
C 1.35008 -7.35696 3.11926  -0.19
C 0.27373 -6.57279 3.41922  -0.16
C 0.12237 -5.27210 2.92910  -0.17
C 2.59256 0.05513 3.27248  -0.22
C 2.48328 0.70430 4.55831  -0.04
C 3.61087 1.06523 5.20004  -0.12
C 4.88185 0.70254 4.71848  -0.09
C 4.99099 0.09481 3.45405  -0.10
C 3.89211 -0.13430 2.68223  -0.02
P 0.53252 1.93748 1.22070  1.04
C -0.21739 3.30421 2.03319  -0.42
C -0.75838 4.32774 1.22307  -0.08
C -1.35571 5.43756 1.81079  -0.06
C -1.45876 5.53211 3.20366  -0.10
C -0.79422 4.62528 3.98056  -0.10
C -0.13136 3.51294 3.41519  -0.09
C 2.26879 2.38474 1.01191  -0.37
C 2.79027 3.48620 1.72190  -0.08
C 3.96908 4.04986 1.27228  -0.08
C 4.67956 3.49913 0.19001  -0.07
C 4.14078 2.43624 -0.54119  -0.04
C 2.92743 1.87970 -0.08869  -0.10
H 0.02703 1.01305 3.32076  0.06
H -0.60722 -0.11301 2.05825  0.07
H 0.08525 -1.91865 3.39832  0.08
H 1.75145 -2.39577 3.56111  0.11
H -0.42941 -5.01044 -0.15226  0.10
H -2.70054 -5.66906 -0.61992  0.10
H -4.50624 -4.03070 -0.43297  0.11
H -4.08731 -1.86697 0.80893  0.10
H -1.80391 -1.36387 1.64283  0.06
H 2.96555 -5.20379 1.05800  0.09
H 3.14808 -7.42429 1.88840  0.07
H 1.47086 -8.38910 3.45484  0.07
H -0.54559 -7.02022 3.98441  0.09
H -0.72103 -4.67578 3.22138  0.08
H 1.50886 0.87112 4.95541  0.09
H 3.50490 1.61578 6.13174  0.10
H 5.82612 0.73895 5.29087  0.10
H 6.00830 -0.08394 3.10491  0.10
H 4.00845 -0.30511 1.60439  0.10
H -0.85068 4.14757 0.12980  0.11
H -1.82379 6.12945 1.09240  0.11
H -1.90404 6.37520 3.73522  0.10
H -0.80005 4.74539 5.05838  0.10
H 0.28458 2.76058 4.11741  0.09
H 2.21326 3.91380 2.53219  0.09
H 4.33112 4.95031 1.74986  0.09
H 5.57966 3.94742 -0.05638  0.07
H 4.74462 1.99082 -1.30652  0.10
H 2.45947 1.11405 -0.68263  0.08
S 0.07779 -3.43528 -2.62545  1.08
C -0.90379 -2.40176 -3.64297  -0.46
C -1.43961 -2.75587 -4.88075  -0.13
C -1.63541 -1.75128 -5.79933  -0.12
C -1.68347 -0.42799 -5.36322  -0.07
C -1.28222 -0.05014 -4.05631  -0.01
C -0.74786 -1.06068 -3.26248  -0.34
N 0.10742 -0.82555 -2.17445  0.06
C 0.75097 -1.96134 -1.86919  -0.49
C 2.01930 -2.15710 -1.11634  -0.28
C 3.21970 -1.77306 -1.81683  -0.07
C 4.54276 -1.86134 -1.31129  -0.14
C 4.66525 -2.31832 0.01414  -0.15
C 3.52500 -2.66112 0.74987  -0.16
C 2.18586 -2.67654 0.20606  -0.29
H -1.75853 -3.80537 -5.05202  0.11
H -1.84723 -2.02933 -6.87050  0.11
H -2.11606 0.29882 -6.00371  0.09
H -1.26477 1.01604 -3.83834  0.09
H 3.06565 -1.36877 -2.84824  0.12
H 5.43728 -1.52624 -1.86460  0.08
H 5.60534 -2.36835 0.53905  0.08
H 3.64531 -2.94228 1.77451  0.09

---

No. 2
Density functional theory data (wB97M-V/def2-TZVPD) for a cluster of 2 separate species, C4H11N3O2 in total in a non-equilibrium geometry.

Output
Calculated total energy ... -12882.736 eV
Relative energy (zero: lowest compared OMol25 entry of this formula, charge and spin) ... 54.4 kcal/mol
M ... 133.2 g/mol
⟨S²⟩ ... 0.762
2S+1 ... 2
Orbital gap (alpha / beta) ... 10.1 / 5.8 eV
Total charge ... +1

Each line ends with the Löwdin charge.
Cartesian coordinates (Å):
C 2.75099 1.77812 -0.83258  0.00
C 0.48316 0.74945 -0.82631  -0.34
N 0.02927 1.39972 0.26646  0.28
N 1.56987 1.16808 -1.49323  0.05
N -0.49415 -0.02289 -1.45597  0.31
H -0.62871 0.89934 0.87167  0.08
H 0.64080 2.06490 0.69740  0.12
H 1.52782 1.13580 -2.51490  0.17
H -0.10154 -0.48615 -2.27720  0.13
H -1.58363 -0.42415 -0.55158  0.04
H 3.61353 1.14170 -0.55294  0.12
H 2.26516 2.22955 0.04180  0.07
H 3.14985 2.62827 -1.35513  0.10
C -1.90923 -2.64363 1.71012  0.03
C -1.80360 -1.26967 1.11688  -0.54
O -1.11962 -0.44482 1.71648  0.03
O -2.38097 -0.88658 -0.02130  0.06
H -2.76990 -3.21989 1.48415  0.07
H -2.05626 -2.47698 2.76276  0.10
H -1.18285 -3.32016 1.21339  0.12

---

No. 3
Density functional theory data (wB97M-V/def2-TZVPD) for a structure of composition C40H49Cl2N2O2P3Re in a non-equilibrium geometry.

Output
Calculated total energy ... -104380.112 eV
M ... 939.9 g/mol
⟨S²⟩ ... 3.791
2S+1 ... 4
Orbital gap (alpha / beta) ... 8.2 / 6.6 eV
Total charge ... +2

Each line ends with the Löwdin charge.
Cartesian coordinates (Å):
P 1.18160 0.83338 -2.79940  1.09
C 2.92920 1.12388 -3.19670  -0.30
C 3.48700 0.58358 -4.35510  -0.08
H 2.90760 -0.07512 -4.98600  0.11
C 4.79750 0.87708 -4.69740  -0.05
H 5.22470 0.44818 -5.59310  0.12
C 5.55760 1.71378 -3.89340  -0.05
H 6.58050 1.93988 -4.16120  0.12
C 5.00160 2.26378 -2.74720  -0.05
H 5.58840 2.91788 -2.11790  0.12
C 3.69170 1.97728 -2.39870  -0.07
H 3.27870 2.42238 -1.50530  0.11
C 0.64340 -0.54852 -3.84390  -0.32
C 1.18880 -1.80752 -3.58850  -0.09
H 1.94600 -1.92362 -2.82650  0.10
C 0.76760 -2.90692 -4.31780  -0.05
H 1.19730 -3.87892 -4.11880  0.12
C -0.19270 -2.75692 -5.31030  -0.05
H -0.51280 -3.61442 -5.88660  0.12
C -0.72950 -1.50392 -5.57130  -0.05
H -1.46730 -1.38222 -6.35270  0.12
C -0.31690 -0.39942 -4.84050  -0.05
H -0.75260 0.56848 -5.03070  0.12
C 0.33650 2.34418 -3.34490  -0.30
C 0.76440 3.02588 -4.48250  -0.06
H 1.57100 2.63458 -5.08730  0.11
C 0.15580 4.21798 -4.83990  -0.05
H 0.48530 4.74348 -5.72530  0.12
C -0.86510 4.74358 -4.05800  -0.04
H -1.33100 5.67868 -4.33650  0.12
C -1.27390 4.07738 -2.91160  -0.05
H -2.05460 4.49408 -2.29010  0.12
C -0.67370 2.87958 -2.55450  -0.07
H -0.96790 2.36508 -1.65200  0.10
Re 0.22390 -0.60312 1.62900  1.02
C -1.51450 -1.43712 1.13590  -0.26
C -1.93800 -1.43332 -0.15760  -0.37
H -2.11380 -1.91462 1.90740  0.04
C -0.99450 -0.81382 -1.13850  -0.39
O -1.63220 0.11628 -2.03780  -0.04
H -0.93270 0.49138 -2.58840  -0.01
C 0.17030 -0.20142 -0.36970  -0.31
H -0.59110 -1.57292 -1.81460  0.12
C 1.09620 0.50998 -1.07360  -0.22
Cl -0.14550 -1.37142 3.93200  0.19
Cl 2.39930 0.54078 1.86360  0.12
P 1.45710 -2.60862 1.33450  0.66
C 2.32150 -3.15662 2.84150  -0.27
H 1.59150 -3.56042 3.53540  0.02
H 2.79240 -2.29582 3.30550  0.03
H 3.07020 -3.91042 2.60680  0.06
C 0.44450 -4.05612 0.86160  -0.23
H -0.02500 -3.86762 -0.10110  0.03
H -0.33390 -4.18182 1.60930  0.05
H 1.03900 -4.96522 0.80150  0.06
C 2.77680 -2.56732 0.07270  -0.23
H 3.26580 -1.59782 0.11560  0.02
H 2.33840 -2.68782 -0.91360  0.02
H 3.51060 -3.35322 0.23850  0.06
P -3.40720 -2.18082 -0.73660  0.90
C -4.11730 -3.26452 0.52420  -0.16
C -3.08510 -3.16962 -2.22270  -0.15
H -4.38300 -2.68862 1.40580  0.06
H -3.39870 -4.02772 0.80700  0.07
H -5.01380 -3.73972 0.13430  0.07
H -2.75050 -2.51552 -3.02330  0.05
H -3.98590 -3.68862 -2.54020  0.07
H -2.30460 -3.89592 -2.01480  0.06
C -4.70930 -1.00342 -1.20490  -0.15
H -4.88580 -0.31702 -0.38120  0.07
H -5.63490 -1.52292 -1.44360  0.07
H -4.37390 -0.43992 -2.07000  0.06
H 1.97450 0.84818 -0.54500  -0.01
C 0.33930 2.86318 6.44070  0.02
N 0.27500 2.56778 4.99720  -0.04
N -0.55640 1.73848 4.35130  0.08
C -0.24660 1.82678 2.99480  -0.49
O -0.66890 1.11398 2.07130  -0.21
C 0.76060 2.75628 2.83200  -0.03
C 1.08310 3.17438 4.10040  -0.24
C 2.18260 4.13438 4.45310  0.00
C -1.55180 0.89328 4.99780  -0.24
C -2.79110 0.64148 4.38350  -0.04
C -3.73650 -0.18962 5.00450  -0.07
C -3.45040 -0.79772 6.22990  -0.07
C -2.21760 -0.58262 6.83980  -0.07
C -1.27900 0.25398 6.23400  -0.11
H 1.31000 2.50968 6.85500  0.12
H -0.49370 2.44488 7.02460  0.09
H 0.26130 3.95738 6.60250  0.11
H 1.24510 3.04798 1.90900  0.11
H 1.76670 5.01278 4.98750  0.10
H 2.91520 3.62168 5.11360  0.10
H 2.71130 4.47778 3.54130  0.10
H -3.03290 1.09828 3.43500  0.11
H -4.69380 -0.36782 4.53380  0.10
H -4.17670 -1.44652 6.70410  0.11
H -1.98170 -1.07252 7.77770  0.12
H -0.31820 0.35028 6.72210  0.11